ORCA calculation (the ωB97M-V functional and the def2-TZVPD basis) on a molecular structure, C19H16N4O3S.

Geometry (Å):
S1 0.127 -0.024 -4.887
O1 2.836 1.587 4.764
O2 -4.259 -0.797 -4.788
O3 1.631 -0.169 5.058
N1 2.696 0.385 4.869
N2 -1.427 -0.318 -5.185
N3 0.100 0.220 -3.320
N4 0.313 1.248 -0.674
C1 1.082 1.582 0.359
C2 6.249 -0.648 4.455
C3 -2.038 -0.231 -4.007
C4 3.896 -0.458 4.751
C5 -1.165 0.093 -2.912
C6 -1.162 0.184 0.871
C7 -5.557 1.240 -5.222
C8 -3.426 -0.447 -3.771
C9 3.758 -1.831 4.836
C10 -1.665 0.196 -1.574
C11 -3.866 -0.359 -2.497
C12 -4.513 0.260 -5.718
C13 4.892 -2.619 4.728
C14 -2.995 -0.048 -1.415
C15 0.816 1.250 1.677
C16 6.135 -2.029 4.539
C17 -0.349 0.533 1.937
C18 5.122 0.151 4.560
C19 -0.800 0.552 -0.425
H1 -0.583 0.236 2.950
H2 5.195 1.226 4.494
H3 -4.863 -0.213 -6.633
H4 1.973 2.153 0.127
H5 -3.586 0.779 -5.962
H6 -3.456 0.023 -0.442
H7 7.218 -0.191 4.307
H8 -4.915 -0.531 -2.299
H9 1.485 1.507 2.485
H10 -5.300 1.650 -4.246
H11 4.804 -3.695 4.791
H12 -2.062 -0.382 1.064
H13 2.785 -2.275 4.982
H14 -5.603 2.079 -5.918
H15 -6.541 0.780 -5.167
H16 7.018 -2.649 4.458

Atomic forces in eV per Å
-0.11 -0.07 -0.29
0.01 0.00 -0.03
-0.05 0.01 0.06
0.01 -0.01 -0.03
-0.07 0.03 0.00
0.31 0.02 -0.11
0.24 0.03 0.19
-0.13 0.05 0.17
0.17 0.07 0.03
-0.02 -0.07 0.01
-0.07 0.12 0.28
0.06 -0.05 0.02
-0.04 -0.09 -0.18
0.02 -0.06 0.36
0.06 0.08 -0.01
-0.10 -0.12 -0.22
-0.04 -0.14 0.01
0.17 0.04 0.05
-0.14 -0.05 0.29
-0.08 0.27 -0.33
0.06 0.04 -0.01
-0.28 0.01 -0.17
-0.43 -0.37 0.06
-0.02 0.01 0.00
0.32 0.11 -0.28
0.11 0.09 -0.03
0.08 0.07 0.13
-0.10 -0.01 0.01
-0.08 0.01 0.02
0.03 -0.16 0.02
0.03 0.01 -0.11
0.08 -0.06 0.08
0.08 0.06 0.10
0.00 0.01 0.00
-0.05 -0.01 0.00
0.08 0.18 -0.04
0.05 -0.05 0.07
-0.01 -0.01 0.00
0.02 -0.06 -0.10
-0.04 0.08 0.01
-0.08 0.01 -0.04
-0.04 -0.04 0.06
0.00 0.00 -0.01

The HOMO energy comes out at -8.243 eV. The net charge is 0. As for the spin multiplicity: 1. For the HOMO-LUMO gap, the calculation gives 7.60 eV. The calculation puts the energy above the lowest of the compared OMol25 structures with the same formula, charge and spin at 344.39 kJ/mol.

In the Löwdin picture, each atom carries the following charge in e: number 1, S, carries 1.022; number 2, O, carries 0.069; number 3, O, carries -0.045; number 4, O, carries 0.072; number 5, N, carries -0.351; number 6, N, carries -0.213; number 7, N, carries -0.233; number 8, N, carries 0.119; number 9, C, carries -0.133; number 10, C, carries -0.064; number 11, C, carries -0.291; number 12, C, carries -0.147; number 13, C, carries -0.280; number 14, C, carries -0.021; number 15, C, carries -0.068; number 16, C, carries -0.257; number 17, C, carries -0.002; number 18, C, carries -0.104; number 19, C, carries 0.015; number 20, C, carries -0.238; number 21, C, carries -0.064; number 22, C, carries -0.013; number 23, C, carries -0.060; number 24, C, carries -0.070; number 25, C, carries -0.056; number 26, C, carries -0.002; number 27, C, carries -0.229; number 28, H, carries 0.104; number 29, H, carries 0.120; number 30, H, carries 0.122; number 31, H, carries 0.105; number 32, H, carries 0.106; number 33, H, carries 0.108; number 34, H, carries 0.108; number 35, H, carries 0.125; number 36, H, carries 0.082; number 37, H, carries 0.073; number 38, H, carries 0.109; number 39, H, carries 0.103; number 40, H, carries 0.119; number 41, H, carries 0.078; number 42, H, carries 0.076; number 43, H, carries 0.107

ORCA calculation (the ωB97M-V functional and the def2-TZVPD basis) on a molecular structure, C32H26CoNO6P2S2.

Geometry (Å):
Co1 0.226 -0.213 0.338
S1 -0.679 0.594 3.238
S2 1.286 0.750 -1.785
P1 -1.559 1.091 -0.316
P2 1.797 -1.643 0.964
O1 2.425 0.696 -2.638
O2 1.526 1.146 -0.369
O3 -0.807 -1.740 0.729
O4 -2.098 0.283 3.115
O5 0.499 -0.510 -1.656
O6 -1.470 -2.841 2.555
N1 0.245 0.453 2.087
C1 4.363 -0.718 0.527
C2 -2.157 2.408 0.774
C3 -2.973 0.077 -0.787
C4 4.706 0.201 3.126
C5 0.142 1.940 -2.416
C6 -1.103 2.068 -1.800
C7 -0.388 3.667 -3.981
C8 2.698 -5.248 -1.734
C9 3.588 -4.884 -0.733
C10 -0.602 -2.359 1.875
C11 5.526 -0.055 0.880
C12 2.176 -3.014 -0.163
C13 1.546 -4.505 -1.941
C14 -3.553 -0.701 0.218
C15 0.886 -2.456 2.308
C16 -1.593 4.353 2.073
C17 -3.869 3.578 1.985
C18 5.701 0.400 2.180
C19 3.538 -0.460 2.777
C20 -4.608 -1.543 -0.093
C21 1.280 -3.390 -1.159
C22 -3.487 2.539 1.149
C23 -1.631 3.814 -3.383
C24 -1.207 3.316 1.241
C25 -5.075 -1.627 -1.398
C26 -2.926 4.483 2.447
C27 3.328 -3.773 0.052
C28 -4.486 -0.870 -2.400
C29 3.370 -0.940 1.481
C30 0.508 2.727 -3.494
C31 -3.434 -0.018 -2.098
C32 -1.982 3.026 -2.295
H1 4.224 -1.057 -0.493
H2 -5.052 -2.147 0.687
H3 -0.854 5.054 2.438
H4 0.846 -4.791 -2.715
H5 -2.971 0.562 -2.886
H6 -4.905 3.674 2.282
H7 1.018 -2.002 3.287
H8 1.161 -3.509 2.370
H9 -2.945 3.162 -1.819
H10 -4.840 -0.944 -3.420
H11 -5.895 -2.292 -1.636
H12 1.484 2.592 -3.939
H13 4.027 -3.494 0.831
H14 -3.170 -0.660 1.231
H15 -4.224 1.825 0.802
H16 2.756 -0.590 3.513
H17 6.293 0.113 0.136
H18 -0.165 3.200 0.963
H19 -3.226 5.288 3.104
H20 -2.330 4.549 -3.758
H21 6.611 0.919 2.453
H22 -0.113 4.286 -4.824
H23 4.486 -5.464 -0.562
H24 0.375 -2.824 -1.315
H25 2.901 -6.115 -2.349
H26 4.836 0.566 4.136

Atomic forces in eV per Å
0.17 0.04 -0.08
-0.10 0.19 -0.17
-0.10 -0.04 -0.15
-0.07 -0.04 -0.02
-0.06 -0.05 0.04
0.04 0.08 0.01
0.04 0.13 0.13
-0.15 0.19 0.09
-0.04 -0.05 0.00
-0.05 -0.17 0.00
-0.03 -0.22 -0.06
0.36 -0.22 0.18
-0.02 0.00 -0.02
0.01 -0.01 0.00
-0.01 0.02 -0.01
0.01 -0.01 -0.01
0.00 -0.07 -0.02
-0.04 0.06 0.03
0.00 0.00 0.00
0.00 -0.01 0.00
0.00 0.00 0.00
0.18 0.16 0.06
0.02 0.00 0.00
0.11 0.03 0.04
-0.01 0.00 0.00
-0.01 0.00 0.00
-0.14 -0.15 -0.16
0.00 0.00 0.01
0.00 -0.01 0.00
0.00 0.01 0.01
0.03 -0.05 0.00
0.00 0.00 0.01
-0.02 -0.01 0.03
-0.02 0.01 -0.01
0.00 -0.01 0.00
0.00 -0.01 0.00
0.00 0.00 -0.01
0.00 0.01 0.00
0.01 0.01 -0.03
0.00 0.00 0.00
-0.09 0.07 0.12
0.00 -0.01 -0.03
0.00 -0.01 0.02
0.01 0.00 0.00
0.00 0.00 0.00
0.00 0.00 0.00
0.00 0.00 0.00
0.00 0.00 0.00
0.00 0.01 -0.01
0.00 0.00 0.00
0.01 0.07 -0.05
-0.02 -0.01 0.08
0.00 0.00 0.00
0.00 0.00 0.00
0.00 0.00 0.00
0.00 0.00 0.00
0.00 0.00 0.00
-0.01 0.00 -0.01
0.00 0.01 0.00
0.00 0.01 0.00
0.00 0.00 0.00
0.00 0.00 -0.01
0.00 0.00 0.00
0.00 0.00 0.00
0.00 0.00 0.00
0.00 0.00 0.00
0.00 0.00 0.00
-0.02 0.03 -0.01
0.00 0.00 0.00
0.00 0.00 0.00

The HOMO energy comes out at -8.554 eV. The net charge is 0. As for the spin multiplicity: 1. For the HOMO-LUMO gap, the calculation gives 8.31 eV.

In the Löwdin picture, each atom carries the following charge in e: number 1, Co, carries 0.168; number 2, S, carries 0.788; number 3, S, carries 0.537; number 4, P, carries 1.142; number 5, P, carries 1.093; number 6, O, carries -0.247; number 7, O, carries -0.348; number 8, O, carries -0.168; number 9, O, carries -0.507; number 10, O, carries -0.352; number 11, O, carries 0.088; number 12, N, carries -0.425; number 13, C, carries -0.088; number 14, C, carries -0.364; number 15, C, carries -0.327; number 16, C, carries -0.073; number 17, C, carries -0.256; number 18, C, carries -0.297; number 19, C, carries -0.055; number 20, C, carries -0.078; number 21, C, carries -0.077; number 22, C, carries -0.666; number 23, C, carries -0.069; number 24, C, carries -0.311; number 25, C, carries -0.063; number 26, C, carries -0.089; number 27, C, carries -0.185; number 28, C, carries -0.071; number 29, C, carries -0.068; number 30, C, carries -0.077; number 31, C, carries -0.077; number 32, C, carries -0.056; number 33, C, carries -0.067; number 34, C, carries -0.076; number 35, C, carries -0.055; number 36, C, carries -0.106; number 37, C, carries -0.078; number 38, C, carries -0.076; number 39, C, carries -0.088; number 40, C, carries -0.080; number 41, C, carries -0.335; number 42, C, carries -0.039; number 43, C, carries -0.072; number 44, C, carries -0.071; number 45, H, carries 0.114; number 46, H, carries 0.112; number 47, H, carries 0.107; number 48, H, carries 0.108; number 49, H, carries 0.101; number 50, H, carries 0.107; number 51, H, carries 0.079; number 52, H, carries 0.104; number 53, H, carries 0.119; number 54, H, carries 0.103; number 55, H, carries 0.103; number 56, H, carries 0.116; number 57, H, carries 0.108; number 58, H, carries 0.087; number 59, H, carries 0.107; number 60, H, carries 0.095; number 61, H, carries 0.108; number 62, H, carries 0.110; number 63, H, carries 0.104; number 64, H, carries 0.110; number 65, H, carries 0.104; number 66, H, carries 0.110; number 67, H, carries 0.105; number 68, H, carries 0.091; number 69, H, carries 0.104; number 70, H, carries 0.106

> Which of these has the lowest HOMO-LUMO gap?

C19H16N4O3S

> Which of these has the lowest HOMO-LUMO gap?

C19H16N4O3S

> Among the records above, which one has the highest HOMO-LUMO gap?

C32H26CoNO6P2S2